No. 1
ORCA calculation (ωB97M-V/def2-TZVPD) on 2 unconnected molecules or ions with the total composition C2H6O2 at a distorted geometry.

- Total energy: -230.23678 a.u.
- HOMO energy: -11.1 eV
- Net charge: 0
- Relative energy (zero: lowest compared OMol25 entry of this formula, charge and spin): 115.1 kJ/mol
- Largest force on an atom: 4.51 eV Å⁻¹
- Structure (SMILES): O=CO.C

Geometry (Å):
1 C 0.614 0.441 -2.224
2 H 0.369 1.507 -2.444
3 H 0.195 -0.649 0.879
4 C -0.667 -0.485 1.620
5 O -0.293 -0.795 3.069
6 H -0.804 -0.207 3.787
7 H 0.305 0.181 -1.132
8 O -1.698 0.018 1.430
9 H 1.680 0.392 -2.124
10 H 0.298 -0.402 -2.861

---

No. 2
ORCA calculation (ωB97M-V/def2-TZVPD) on a single CHF2NO molecule at a distorted geometry.

- Total energy: -368.32134 a.u.
- HOMO energy: -11.1 eV
- Net charge: 0
- Relative energy (zero: lowest compared OMol25 entry of this formula, charge and spin): 112.2 kJ/mol
- Largest force on an atom: 4.39 eV Å⁻¹
- Structure (SMILES): O=C(F)NF

Geometry (Å):
1 C 1.834 0.273 -0.187
2 O 2.422 1.103 0.369
3 F 2.210 -1.025 -0.298
4 H -0.336 -0.322 -0.061
5 N 0.127 0.391 -0.661
6 F -0.161 1.707 -0.233

---

No. 3
ORCA calculation (ωB97M-V/def2-TZVPD) on a molecular structure, C52H47BrFGaN4O8S2Si.

- Total energy: -8515.51325 a.u.
- HOMO energy: -2.0 eV
- Net charge: -2
- Relative energy (zero: lowest compared OMol25 entry of this formula, charge and spin): 205.1 kJ/mol
- Largest force on an atom: 0.70 eV Å⁻¹

Geometry (Å):
1 H 4.071 2.290 -6.935
2 Si -1.640 -2.949 1.334
3 F 3.317 4.071 -2.442
4 C 1.013 -3.019 4.612
5 Ga -1.517 -0.304 -0.877
6 C 2.081 0.757 -3.223
7 C -5.746 -2.432 0.896
8 H 0.943 -4.599 0.747
9 C 1.536 -1.524 -4.666
10 C 3.530 1.536 -5.017
11 C 0.354 -2.225 5.540
12 H -2.462 -5.874 1.771
13 H 4.472 -2.557 -5.345
14 C 2.883 5.762 1.348
15 S 0.272 5.063 1.926
16 H 0.379 -5.462 -0.689
17 C -4.037 1.931 0.606
18 C 1.977 4.730 1.523
19 H 5.285 -1.771 -6.710
20 O 0.805 -0.164 -1.487
21 H 3.346 0.206 3.403
22 C -1.427 -5.802 1.423
23 H -0.784 -5.736 2.305
24 N -0.513 3.946 1.160
25 O 0.023 6.412 1.446
26 H 4.054 2.097 1.055
27 C -3.507 -2.961 1.686
28 H -6.766 0.177 2.707
29 H 6.132 2.996 0.215
30 C 3.473 0.233 -7.160
31 C 3.300 -1.002 -6.283
32 C 2.292 0.458 3.364
33 H -7.380 -3.233 2.040
34 O 0.147 4.829 3.346
35 C 0.196 0.501 2.222
36 H -1.336 2.280 -2.822
37 H 0.375 -3.695 -0.661
38 O -2.357 1.062 1.992
39 H -1.950 -5.702 -1.246
40 C -4.676 0.568 2.497
41 C 2.709 0.540 -4.454
42 C -1.238 -4.609 0.482
43 H 1.334 -2.386 -5.291
44 N -1.006 2.892 -0.839
45 H 1.681 2.616 1.550
46 O -0.256 -3.460 -3.665
47 H -7.402 1.527 0.727
48 C -3.710 1.197 1.729
49 H 1.769 2.117 -1.585
50 C 1.535 0.153 2.245
51 N 6.001 3.866 0.707
52 C 0.845 -1.370 -3.515
53 C -6.304 -3.152 1.945
54 O -1.227 -1.705 0.441
55 H 6.491 4.618 0.246
56 C 4.214 5.478 1.073
57 C -4.093 -3.657 2.747
58 C 2.281 1.954 -2.527
59 H -0.378 4.615 -3.640
60 H 2.274 1.308 5.339
61 H -3.941 -1.769 -0.046
62 C -1.483 -2.009 4.009
63 C 2.401 3.412 1.422
64 C -0.356 -2.293 -3.268
65 C -0.555 3.923 -0.181
66 H -6.386 -1.935 0.176
67 H -2.043 -3.951 -1.445
68 H 2.527 6.782 1.403
69 C -0.899 -1.715 5.234
70 C -5.473 -3.758 2.878
71 C -1.870 1.456 3.199
72 H 4.331 3.503 -4.719
73 O -1.352 -1.712 -2.756
74 C 3.099 2.899 -3.080
75 C -0.984 3.086 -2.189
76 H -5.640 2.619 -0.632
77 H -5.901 -4.317 3.703
78 H -1.410 -1.067 5.937
79 H 1.967 -0.351 1.390
80 C -4.366 -2.341 0.772
81 H 2.485 0.564 -7.488
82 H 0.821 -1.990 6.489
83 C -5.373 2.045 0.247
84 H -1.187 -6.736 0.899
85 H 2.000 -3.408 4.837
86 N 2.491 -0.659 -5.120
87 C 1.192 -0.271 -2.644
88 C -0.490 4.269 -2.625
89 H 5.148 -0.942 -5.148
90 C 0.422 -3.298 3.386
91 C 3.718 2.708 -4.310
92 H 4.049 -0.030 -8.049
93 S -0.045 5.246 -1.272
94 C 4.645 4.160 0.964
95 C 4.636 -1.604 -5.848
96 C -6.360 1.429 1.005
97 O -2.536 1.967 4.055
98 C 0.200 -4.585 -0.054
99 H -2.460 -1.595 3.781
100 C -0.843 -2.805 3.052
101 C -0.421 1.126 3.302
102 Br -0.338 2.120 6.048
103 H -3.225 -4.786 -0.424
104 H 4.925 6.285 0.923
105 C 0.348 1.396 4.431
106 H -3.457 -4.120 3.495
107 C -2.174 -4.762 -0.726
108 C 3.728 3.128 1.149
109 H -4.389 -0.010 3.364
110 C -6.006 0.688 2.127
111 H -0.399 0.258 1.356
112 H 5.225 1.145 -6.280
113 C 4.155 1.353 -6.381
114 H 0.970 -3.898 2.672
115 H 2.739 -1.758 -6.835
116 H -3.236 2.394 0.039
117 C 1.697 1.076 4.454

---

No. 4
ORCA calculation (ωB97M-V/def2-TZVPD) on a molecular structure, C11H19AlN at a distorted geometry.

- Total energy: -727.70902 a.u.
- HOMO energy: -3.3 eV
- Net charge: -1
- Largest force on an atom: 4.83 eV Å⁻¹

Geometry (Å):
1 H -0.657 -2.960 -0.692
2 H -0.914 0.470 -3.504
3 H -0.572 -2.599 -2.401
4 H 1.377 -1.433 -2.195
5 H -1.618 -0.292 3.509
6 C -1.147 1.772 -1.655
7 H -0.412 3.418 -0.305
8 C 1.532 -0.686 2.123
9 C -0.185 2.645 -1.038
10 H -2.480 -1.602 -0.630
11 C -0.469 0.438 1.085
12 C 1.079 2.413 -1.633
13 H 1.865 -1.450 2.836
14 N -1.917 -1.145 -1.358
15 H 1.710 1.146 -3.364
16 H -0.210 -1.107 4.201
17 H -1.513 0.722 1.288
18 Al -0.480 -0.165 -0.844
19 H 1.962 0.275 2.432
20 H 1.990 2.969 -1.413
21 C 0.940 1.441 -2.652
22 C 0.010 -0.610 2.106
23 H 0.136 1.350 1.206
24 H -2.233 1.872 -1.591
25 H -0.388 -1.587 1.781
26 H 1.942 -0.940 1.140
27 C -0.435 1.009 -2.683
28 C -0.526 -0.325 3.506
29 C -0.517 -2.124 -1.405
30 C 0.846 -1.525 -1.247
31 H -0.154 0.634 3.879
32 H 1.439 -2.024 -0.486

---

No. 5
ORCA calculation (ωB97M-V/def2-TZVPD) on a single C5H7NOS molecule at a distorted geometry.

- Total energy: -722.78521 a.u.
- HOMO energy: -9.5 eV
- Net charge: 0
- Relative energy (zero: lowest compared OMol25 entry of this formula, charge and spin): 348.8 kJ/mol
- Largest force on an atom: 4.27 eV Å⁻¹
- Structure (SMILES): CC#CC(=O)SNC

Geometry (Å):
1 S -1.912 -0.814 2.379
2 H 0.271 -2.134 -3.170
3 H 1.217 1.018 1.926
4 C -0.075 -1.272 -2.496
5 H 0.730 -0.601 -2.349
6 C -0.690 -1.515 -1.229
7 N -1.003 0.519 1.956
8 C -1.548 -2.072 1.196
9 H -1.429 0.895 1.093
10 C -0.935 -1.595 -0.050
11 H -0.936 -0.973 -3.166
12 C 0.408 0.174 1.907
13 O -1.801 -3.262 1.329
14 H 0.726 -0.446 2.653
15 H 0.678 -0.381 1.026

---

No. 6
ORCA calculation (ωB97M-V/def2-TZVPD) on a molecular structure, C17H19F3NO10P2Pd at a distorted geometry.

- <S²>: 2.045
- Total energy: -2576.77574 a.u.
- HOMO energy (alpha / beta): -2.3 / -5.5 eV
- Net charge: -1
- Relative energy (zero: lowest compared OMol25 entry of this formula, charge and spin): 94.7 kJ/mol
- Multiplicity: 3
- Largest force on an atom: 3.57 eV Å⁻¹

Geometry (Å):
1 C -16.747 4.187 -1.323
2 H -19.061 8.614 -4.628
3 H -12.706 0.676 3.480
4 H -14.031 -0.324 2.836
5 H -12.858 0.491 -1.306
6 O -13.703 4.077 -0.613
7 C -20.618 4.625 -2.809
8 P -13.803 -0.620 0.157
9 O -15.048 0.205 0.126
10 C -12.506 -0.024 1.409
11 O -13.212 2.593 1.788
12 C -18.886 7.819 -3.892
13 H -18.995 3.035 -0.271
14 H -18.659 8.399 -2.970
15 C -15.966 5.860 -2.903
16 C -19.678 5.672 -3.116
17 H -10.622 -0.062 1.455
18 H -21.579 4.667 -3.335
19 O -13.456 4.640 -2.710
20 H -12.574 2.694 -0.739
21 O -10.671 1.911 1.768
22 P -12.021 1.826 1.183
23 O -13.026 -0.489 -1.259
24 F -21.297 2.739 -1.650
25 O -13.977 -2.168 0.419
26 H -17.847 7.199 -6.418
27 C -14.169 4.512 -1.754
28 C -16.252 2.534 2.053
29 H -12.573 -1.106 3.304
30 N -17.227 6.249 -3.147
31 C -20.351 3.648 -1.889
32 H -20.533 6.874 -4.716
33 C -20.080 6.929 -3.715
34 C -12.979 -0.195 2.842
35 C -18.158 4.550 -1.655
36 H -20.881 7.312 -3.070
37 O -12.015 1.958 -0.439
38 C -17.544 6.519 -5.582
39 H -15.132 6.397 -3.364
40 O -11.272 -0.706 1.179
41 H -13.154 -2.607 0.185
42 H -18.267 5.747 -5.519
43 H -16.801 1.840 1.443
44 H -16.522 6.171 -5.852
45 C -19.165 3.683 -1.162
46 C -18.334 5.495 -2.680
47 C -15.674 4.822 -1.975
48 C -17.528 7.228 -4.199
49 F -17.086 3.528 2.430
50 Pd -14.907 3.156 0.731
51 O -16.617 3.421 -0.328
52 H -16.751 8.033 -4.140
53 F -15.840 1.949 3.211

---

The highest total energy belongs to which entry? C2H6O2